DFT (ωB97M-V with the def2-TZVPD basis set) results for an isolated ion of composition C4H9O2 and charge -1.

Calculated values
LUMO level	4.26	eV
energy above the lowest of the compared OMol25 structures with the same formula, charge and spin	337.6	kJ/mol
gap between HOMO and LUMO	7.0384	eV
DFT total energy	-308.21630	Eh
highest occupied orbital energy	-2.78	eV
total charge	-1

Atoms and positions in Å:
C: -0.924 0.334 0.725
C: 0.555 0.267 0.484
C: 1.408 -0.971 0.441
O: 2.083 -0.917 -0.832
C: -1.616 0.493 -0.663
O: -0.833 1.065 -1.597
H: -1.345 -0.619 1.229
H: -1.123 1.289 1.335
H: 1.051 1.260 0.877
H: 0.454 0.720 -0.629
H: 0.818 -1.975 0.464
H: 2.214 -1.041 1.128
H: 1.518 -0.504 -1.494
H: -1.804 -0.544 -1.057
H: -2.457 1.144 -0.411